Entry 1:
Below is a molecular structure, C21H30N2O5 at a distorted geometry, with properties calculated with ωB97M-V/def2-TZVPD.

Total charge ... 0
LUMO energy ... -0.26 eV
ΔE to the lowest compared entry with this formula, charge and spin ... 22.180 eV
HOMO level ... -0.2864 Ha
Calculated total energy ... -1303.1801 Eh
Gap between HOMO and LUMO ... 0.2768 hartree

Cartesian coordinates (Å):
C 5.208 -0.918 3.078
O 4.941 0.224 2.272
C 6.033 1.081 1.765
C 6.505 0.455 0.429
C 5.578 0.754 -0.840
O 5.661 1.939 -1.147
N 4.482 -0.029 -0.937
C 4.234 -1.169 -0.634
H 3.764 -1.027 0.387
C 3.309 -1.998 -1.400
H 3.637 -1.904 -2.364
H 2.975 -2.833 -1.049
C 1.960 -1.386 -1.618
C 2.211 0.401 -1.550
C 3.598 0.588 -2.191
H 3.706 1.649 -2.019
H 3.817 -0.005 -2.997
H 1.441 0.746 -2.173
H 2.165 0.842 -0.652
O 1.164 -1.499 -0.228
C -0.185 -1.301 -0.372
C -0.880 -1.583 1.066
C -2.120 -1.381 1.140
C -2.944 -0.849 0.259
C -2.267 -0.362 -1.345
C -0.824 -0.705 -1.301
H -0.458 -0.623 -2.234
H -2.813 0.054 -1.937
C -4.433 -0.804 0.393
O -5.007 -1.782 0.631
N -4.865 0.573 0.078
C -4.154 1.668 -0.141
C -4.978 2.774 0.684
H -4.823 3.617 0.298
C -6.439 2.185 0.288
H -7.142 2.844 0.974
H -6.606 2.548 -0.915
C -6.299 0.748 0.642
C -7.236 0.035 -0.599
O -7.738 -1.135 -0.064
H -6.738 -1.813 0.295
H -8.273 0.646 -0.515
H -6.801 -0.126 -1.558
H -6.598 0.232 1.411
H -4.980 2.755 1.673
H -2.980 1.538 0.429
H -3.915 1.832 -1.033
H -2.461 -1.956 2.037
H -0.129 -2.037 1.577
H 1.274 -1.498 -2.347
H 5.195 -1.736 -0.465
H 7.437 1.019 0.252
H 6.788 -0.529 0.387
H 6.739 0.934 2.646
H 5.611 1.938 1.768
H 4.274 -1.284 3.541
H 5.687 -1.695 2.306
H 5.691 -0.652 3.918

=====

Entry 2:
Below is a molecular structure, C10H11Br2N at a distorted geometry, with properties calculated with ωB97M-V/def2-TZVPD.

Total charge ... 0
LUMO energy ... 0.53 eV
ΔE to the lowest compared entry with this formula, charge and spin ... 2.224 eV
HOMO level ... -0.3148 Ha
Calculated total energy ... -5590.3465 Eh
Gap between HOMO and LUMO ... 0.3343 hartree

Cartesian coordinates (Å):
C 1.371 -2.424 -1.814
C 1.421 -1.341 -2.680
C 0.758 -2.346 -0.531
C 0.780 -0.167 -2.262
C 0.255 -1.105 -0.155
C 0.219 -0.023 -1.050
C -0.519 -0.083 1.401
C -1.105 0.952 0.470
C 0.644 0.405 2.295
C -1.565 2.246 1.176
N -0.178 1.223 -0.569
Br -1.652 -1.293 2.344
Br -2.927 0.142 -0.241
H 1.689 -3.340 -2.174
H 1.797 -1.598 -3.565
H 0.730 -3.265 0.074
H 0.762 0.689 -2.942
H 1.009 -0.486 2.998
H 0.311 1.199 2.936
H 1.459 0.799 1.573
H -1.782 2.945 0.225
H -0.761 2.821 1.730
H -2.342 2.048 1.940
H -0.375 2.002 -1.181

=====

Entry 3:
Below is a molecular structure, C12H23BrO4Si2 at a distorted geometry, with properties calculated with ωB97M-V/def2-TZVPD.

Total charge ... 0
LUMO energy ... 0.69 eV
HOMO level ... -0.3430 Ha
Calculated total energy ... -3924.9781 Eh
Gap between HOMO and LUMO ... 0.3683 hartree

Cartesian coordinates (Å):
C -3.545 1.191 4.688
C -3.433 1.029 3.505
Si -3.014 0.624 1.748
C -4.198 -0.710 1.054
C -3.545 -2.064 1.287
O -3.223 -2.424 2.355
Br -3.285 -3.208 -0.286
O -1.483 -0.029 1.703
Si -0.619 0.314 0.279
H -3.485 1.134 5.740
H -3.078 1.820 0.899
H -4.316 -0.534 -0.015
H -5.143 -0.677 1.587
H 0.052 1.605 0.466
H -1.576 0.466 -0.848
H 0.299 -0.798 0.044
C 0.882 5.118 -2.427
C 2.271 4.828 -1.875
C 1.986 3.704 -0.890
O 0.867 2.980 -1.414
C 0.274 3.725 -2.482
H 0.889 5.615 -3.396
H 0.324 5.744 -1.726
H 2.924 4.470 -2.675
H 2.747 5.689 -1.407
H 1.710 4.097 0.094
H 2.830 3.025 -0.767
H 0.514 3.224 -3.426
H -0.810 3.731 -2.360
C 2.932 -4.651 -0.138
C 1.466 -5.047 -0.010
C 0.878 -3.836 0.695
O 1.651 -2.707 0.274
C 2.826 -3.158 -0.405
H 3.464 -5.185 -0.925
H 3.451 -4.829 0.807
H 1.021 -5.158 -1.002
H 1.307 -5.974 0.539
H 0.967 -3.928 1.783
H -0.172 -3.665 0.449
H 2.705 -2.954 -1.475
H 3.690 -2.599 -0.043

=====

Entry 4:
Below is a molecular structure, C6H8N4Na3O14PbV at a distorted geometry, with properties calculated with ωB97M-V/def2-TZVPD.

Total charge ... 0
<S²> ... 2.0277
LUMO energy (alpha / beta) ... -2.22 / -2.23 eV
HOMO level (alpha / beta) ... -0.2226 / -0.2267 Ha
Calculated total energy ... -3129.6371 Eh
2S+1 ... 3
Gap between HOMO and LUMO (alpha / beta) ... 0.1410 / 0.1448 hartree

Cartesian coordinates (Å):
V -1.115 0.340 -1.486
Na 2.739 0.229 -1.154
Na 1.092 3.051 0.566
Na -2.827 -1.615 1.135
Pb 0.424 -3.141 -0.473
C 0.397 -0.210 0.811
O 0.527 0.677 -0.076
O 1.229 -1.080 0.937
O -0.683 -0.603 0.440
C 0.504 -1.316 -2.905
O 1.470 -1.959 -2.550
O 0.458 -0.087 -2.864
O -0.495 -1.655 -2.325
C -1.399 2.961 -1.182
O -0.990 3.990 -0.661
O -0.813 2.357 -2.064
O -1.875 2.047 -0.455
C -3.516 -0.607 -2.241
O -3.010 -0.849 -1.171
O -2.799 0.194 -2.801
O -4.393 -1.271 -2.816
C -2.998 2.544 2.830
O -3.561 2.476 3.905
N -2.937 3.638 2.104
N -2.187 1.605 2.311
H -3.232 4.563 2.381
H -2.279 3.620 1.337
H -1.915 0.845 2.918
H -1.951 1.584 1.329
C 4.128 -3.044 0.268
O 3.199 -3.518 -0.419
N 3.891 -2.253 1.208
N 5.439 -3.197 0.035
H 4.626 -2.157 1.893
H 2.970 -1.861 1.347
H 5.879 -3.731 -0.701
H 6.002 -2.566 0.587

=====

Entry 5:
Below is a molecular structure, C30H20CrO5S at a distorted geometry, with properties calculated with ωB97M-V/def2-TZVPD.

Total charge ... +1
<S²> ... 3.8104
LUMO energy (alpha / beta) ... -3.43 / -6.09 eV
HOMO level (alpha / beta) ... -0.3566 / -0.4175 Ha
Calculated total energy ... -2973.6674 Eh
2S+1 ... 4
Gap between HOMO and LUMO (alpha / beta) ... 0.2307 / 0.1937 hartree

Cartesian coordinates (Å):
C 3.554 -2.159 -2.868
C 2.438 -2.202 -2.028
C 1.710 -1.037 -1.762
C 2.104 0.169 -2.340
S 1.069 1.686 -2.033
O 1.857 2.833 -2.475
O -0.207 1.459 -2.712
C 3.231 0.230 -3.146
C 3.950 -0.941 -3.425
H 4.108 -3.069 -3.092
H 2.131 -3.147 -1.580
H 0.849 -1.077 -1.094
H 3.553 1.188 -3.553
H 4.822 -0.899 -4.076
O 4.329 -0.663 1.923
C 3.321 -0.547 2.500
Cr 1.622 -0.320 3.269
C 1.258 0.751 1.787
O 1.130 1.415 0.831
C 2.209 1.230 4.173
O 2.603 2.197 4.694
C 1.722 -1.812 4.849
C 1.709 -2.449 3.602
C 0.721 -2.140 2.662
C -0.329 -1.241 2.960
C -1.223 -0.811 1.872
C -1.667 -0.273 0.858
C -2.142 0.356 -0.300
C -2.377 1.803 -0.198
C -2.337 2.411 1.089
C -2.494 3.786 1.274
C -2.739 4.621 0.179
C -2.810 4.063 -1.100
C -2.620 2.688 -1.277
C -2.364 -0.510 -1.461
C -2.319 -1.920 -1.276
C -2.448 -2.820 -2.337
C -2.670 -2.353 -3.634
C -2.749 -0.977 -3.858
C -2.586 -0.083 -2.795
C -0.268 -0.568 4.201
C 0.734 -0.862 5.139
H 2.531 -2.008 5.557
H 2.498 -3.153 3.334
H 0.758 -2.579 1.658
H -2.160 1.781 1.960
H -2.423 4.207 2.275
H -2.866 5.697 0.318
H -2.997 4.705 -1.970
H -2.646 2.312 -2.282
H -2.163 -2.311 -0.270
H -2.380 -3.889 -2.147
H -2.771 -3.052 -4.468
H -2.912 -0.593 -4.873
H -2.627 0.964 -3.026
H -0.992 0.228 4.409
H 0.769 -0.316 6.084

=====

Entry 6:
Below is a molecular structure, C2F3HgNO5S2 at a distorted geometry, with properties calculated with ωB97M-V/def2-TZVPD.

Total charge ... -1
<S²> ... 0.7542
LUMO energy (alpha / beta) ... 2.71 / 1.15 eV
ΔE to the lowest compared entry with this formula, charge and spin ... 0.791 eV
HOMO level (alpha / beta) ... -0.1723 / -0.1759 Ha
Calculated total energy ... -1756.5309 Eh
2S+1 ... 2
Gap between HOMO and LUMO (alpha / beta) ... 0.2718 / 0.2182 hartree

Cartesian coordinates (Å):
O 2.596 -2.445 2.167
C 2.554 -1.304 2.515
O 2.411 -0.456 3.307
Hg 2.529 -2.852 -0.077
N 2.154 1.526 0.022
S 1.265 0.169 -0.251
O 0.876 0.110 -1.711
O 2.376 -1.014 0.060
S 3.458 1.743 -0.953
O 4.694 1.955 -0.101
C 3.067 3.494 -1.479
F 1.922 3.531 -2.157
F 2.979 4.327 -0.449
F 4.041 3.929 -2.282